{"formula": "C37H36BrIrN5P2S5", "method": "the ωB97M-V functional and the def2-TZVPD basis", "elements": ["Ir", "S", "P", "C", "P", "S", "C", "C", "C", "C", "C", "C", "C", "C", "C", "C", "C", "C", "C", "C", "C", "C", "C", "C", "C", "C", "C", "C", "C", "C", "H", "H", "H", "H", "H", "H", "H", "H", "H", "H", "H", "H", "H", "H", "H", "H", "H", "H", "H", "H", "C", "C", "C", "N", "N", "C", "N", "S", "H", "H", "H", "H", "H", "H", "H", "S", "C", "N", "C", "C", "S", "H", "H", "H", "H", "H", "Br", "C", "C", "C", "C", "C", "N", "H", "H", "H", "H"], "positions_angstrom": [[-1.516, -0.079, -0.297], [-1.362, -0.213, 2.103], [0.634, -0.316, 1.769], [0.484, 0.187, 0.074], [0.611, 1.843, -0.527], [-1.335, 2.329, -0.199], [1.797, 2.969, 0.205], [1.355, 4.057, 0.952], [2.276, 4.961, 1.461], [3.631, 4.770, 1.234], [4.074, 3.680, 0.494], [3.160, 2.782, -0.029], [0.994, 1.745, -2.281], [1.971, 0.856, -2.723], [2.321, 0.826, -4.064], [1.696, 1.683, -4.962], [0.725, 2.571, -4.521], [0.372, 2.606, -3.180], [1.571, 0.767, 2.853], [0.897, 1.765, 3.555], [1.601, 2.620, 4.388], [2.977, 2.495, 4.508], [3.653, 1.505, 3.806], [2.954, 0.635, 2.986], [1.277, -1.984, 1.924], [0.551, -2.927, 2.647], [1.063, -4.204, 2.823], [2.292, -4.540, 2.274], [3.014, -3.603, 1.545], [2.508, -2.328, 1.367], [0.297, 4.199, 1.134], [1.935, 5.814, 2.031], [4.347, 5.479, 1.628], [5.131, 3.541, 0.312], [3.511, 1.953, -0.632], [2.454, 0.184, -2.025], [3.082, 0.138, -4.409], [1.974, 1.663, -6.008], [0.244, 3.241, -5.221], [-0.390, 3.295, -2.834], [-0.175, 1.869, 3.449], [1.075, 3.385, 4.943], [3.526, 3.163, 5.158], [4.724, 1.400, 3.910], [3.491, -0.150, 2.472], [-0.412, -2.664, 3.069], [0.503, -4.934, 3.391], [2.691, -5.536, 2.413], [3.967, -3.871, 1.109], [3.061, -1.614, 0.767], [-1.165, -3.490, -5.004], [-0.602, -2.093, -5.260], [-1.199, -1.074, -4.340], [-1.119, -1.134, -3.066], [-1.736, -0.097, -2.419], [-2.314, 0.753, -3.252], [-3.001, 1.855, -2.932], [-2.103, 0.300, -4.903], [-0.717, -4.209, -5.687], [-2.245, -3.509, -5.149], [-0.951, -3.804, -3.982], [-0.773, -1.792, -6.294], [0.479, -2.084, -5.103], [-3.198, 2.062, -1.967], [-3.506, 2.357, -3.640], [-4.046, 0.144, -0.236], [-4.382, 0.425, 1.417], [-4.104, 1.533, 2.059], [-4.608, 1.671, 3.427], [-4.901, 0.248, 3.909], [-5.169, -0.742, 2.399], [-3.633, 2.287, 1.578], [-5.506, 2.291, 3.413], [-3.857, 2.152, 4.049], [-5.791, 0.204, 4.530], [-4.060, -0.179, 4.451], [1.069, -2.451, -1.607], [-0.523, -3.064, -0.815], [-0.633, -4.448, -0.753], [-1.740, -5.022, -0.164], [-2.710, -4.183, 0.361], [-2.529, -2.824, 0.257], [-1.463, -2.242, -0.331], [0.162, -5.052, -1.164], [-1.838, -6.098, -0.112], [-3.601, -4.564, 0.838], [-3.270, -2.141, 0.647]], "atomic_forces_ev_per_a": [[-0.036, -0.104, 0.332], [-0.091, -0.023, -0.085], [0.081, 0.055, -0.101], [-0.130, 0.126, -0.093], [0.235, -0.159, -0.121], [0.014, -0.060, 0.073], [-0.113, 0.044, 0.006], [-0.007, -0.005, 0.042], [0.002, -0.010, -0.001], [0.002, -0.010, 0.000], [-0.002, 0.012, 0.000], [0.032, -0.014, -0.036], [0.021, 0.001, 0.028], [-0.017, -0.029, -0.001], [-0.024, 0.012, -0.041], [0.024, -0.011, 0.026], [0.013, 0.011, 0.017], [0.004, 0.058, 0.012], [-0.026, -0.017, -0.008], [-0.014, 0.041, -0.016], [0.005, 0.000, -0.012], [0.006, -0.007, 0.007], [-0.005, 0.015, 0.011], [0.000, -0.023, 0.014], [0.020, 0.024, -0.039], [-0.013, 0.000, 0.026], [0.002, -0.004, -0.009], [-0.001, 0.012, -0.007], [-0.005, -0.007, 0.011], [0.016, 0.007, 0.011], [-0.001, -0.002, -0.002], [-0.002, 0.004, -0.001], [0.002, 0.001, 0.002], [0.004, -0.005, 0.003], [-0.008, 0.005, 0.004], [0.000, -0.018, 0.020], [0.005, 0.002, 0.001], [0.000, 0.000, -0.006], [0.002, 0.006, -0.007], [0.020, -0.005, -0.004], [-0.001, -0.009, -0.001], [-0.001, 0.003, 0.000], [-0.001, 0.001, 0.002], [0.003, 0.000, -0.005], [0.001, -0.030, -0.021], [0.004, -0.001, 0.001], [-0.003, -0.005, 0.000], [0.003, -0.003, 0.006], [0.003, -0.002, 0.000], [0.003, 0.022, 0.019], [0.005, -0.007, 0.003], [0.008, 0.022, 0.006], [-0.037, 0.002, -0.028], [-0.136, -0.062, -0.006], [0.126, 0.364, 0.107], [-0.067, -0.147, -0.081], [-0.005, 0.060, 0.094], [-0.005, -0.006, 0.019], [0.007, -0.003, -0.001], [-0.003, -0.003, -0.002], [-0.005, 0.001, 0.006], [-0.015, -0.004, 0.001], [0.003, -0.009, -0.008], [-0.001, -0.037, 0.005], [-0.025, -0.014, 0.000], [0.002, -0.153, -0.289], [0.122, 0.105, -0.007], [-0.015, -0.051, 0.019], [0.042, -0.006, -0.001], [-0.013, 0.008, 0.012], [-0.057, 0.010, 0.004], [0.003, 0.017, 0.007], [-0.012, -0.021, -0.005], [-0.014, 0.013, 0.005], [0.006, 0.003, 0.009], [0.001, -0.009, -0.015], [0.106, -0.031, 0.048], [0.046, -0.085, -0.014], [0.010, -0.022, 0.015], [-0.005, 0.058, 0.000], [0.034, -0.020, -0.022], [-0.104, 0.049, 0.075], [-0.071, 0.154, 0.005], [0.000, -0.002, 0.000], [0.000, -0.005, -0.001], [0.000, -0.003, 0.006], [0.041, -0.070, -0.020]], "mulliken_charge": [1.754, -0.481, 0.443, -1.051, 0.581, -0.787, 1.263, -0.105, -0.806, -0.511, -0.769, -0.636, 0.906, -0.065, -1.223, -0.605, -0.851, -0.457, 0.980, -0.233, -0.804, -0.597, -0.757, -0.494, 0.733, -0.665, -0.802, -0.637, -1.018, -0.096, 0.337, 0.450, 0.451, 0.460, 0.382, 0.664, 0.482, 0.457, 0.472, 0.455, 0.404, 0.453, 0.439, 0.462, 0.389, 0.464, 0.474, 0.435, 0.451, 0.575, -1.016, -0.469, 0.093, 0.126, -0.202, 0.270, -0.155, -0.166, 0.411, 0.341, 0.142, 0.485, 0.180, 0.133, 0.251, -0.433, 0.294, 0.022, -0.695, -0.446, -0.005, 0.200, 0.399, 0.308, 0.448, 0.278, 0.165, 0.046, -0.813, -0.498, -0.950, 0.050, 0.521, 0.542, 0.497, 0.524, -0.244], "s2": 0.757, "spin_multiplicity": 2, "e_above_lowest_kcal_mol": 0.00, "homo_lumo_gap_ev": [7.983, 6.950], "largest_force_ev_per_a": 0.4, "total_charge": 2}

{"formula": "C3H4N2O", "method": "the ωB97M-V functional and the def2-TZVPD basis", "elements": ["C", "C", "C", "N", "N", "O", "H", "H", "H", "H"], "positions_angstrom": [[2.317, -0.095, 0.068], [0.139, 1.130, 0.430], [0.909, -0.067, -0.059], [3.457, -0.250, 0.153], [0.183, -1.082, -0.583], [0.279, 1.712, -0.747], [-0.920, 1.035, 0.621], [0.817, 1.528, 1.269], [-0.851, -0.956, -0.377], [0.458, -1.527, -1.421]], "atomic_forces_ev_per_a": [[0.873, -0.314, -0.681], [1.704, 0.521, 2.194], [-2.828, 0.453, -0.884], [-0.562, 0.220, 0.123], [-1.219, 1.565, 1.630], [1.761, -0.680, -1.541], [-0.360, -0.775, 1.193], [-1.533, 0.155, -0.473], [1.957, -0.517, -0.802], [0.206, -0.629, -0.759]], "mulliken_charge": [0.118, -0.481, 0.509, -0.344, -0.385, -0.544, 0.396, 0.232, 0.253, 0.247], "e_above_lowest_kcal_mol": 85.28, "homo_lumo_gap_ev": [8.549, 8.539], "largest_force_ev_per_a": 3.0}